[1]
C3H8N6O2 | the ωB97M-V functional and the def2-TZVPD basis

Its net charge is +2. Its HOMO energy is -17.620 eV.

XYZ file:
```
19
Properties=species:S:1:pos:R:3:forces:R:3
C -0.382 -0.021 1.139 -2.604 1.315 0.098
C 1.660 -0.346 0.037 0.104 -1.985 -1.064
C -2.761 0.957 -1.117 -3.311 0.972 4.386
N -1.097 0.734 0.534 0.477 -0.586 0.672
N 2.162 -1.311 -0.409 -0.999 1.522 0.136
N -0.321 -0.798 2.205 -0.052 0.475 -1.276
N 1.932 1.166 -0.129 -0.238 -1.071 0.666
N 2.642 -2.362 -0.943 -0.719 0.134 -0.457
N -1.709 1.542 -0.275 0.383 -1.292 1.179
O 1.049 1.917 -0.239 -1.049 0.694 -0.538
O 3.080 1.262 -0.014 3.177 1.302 0.007
H -2.657 0.081 -1.651 1.127 -2.272 -0.317
H -3.778 0.947 -0.428 2.480 -0.227 -1.977
H -2.856 1.666 -1.820 -0.980 2.654 -2.642
H 0.580 -0.931 2.578 0.976 -0.665 0.606
H -1.090 -1.346 2.564 -0.268 0.320 0.086
H 3.346 -2.837 -0.430 0.919 -0.519 0.345
H 2.179 -2.777 -1.758 0.012 0.160 0.433
H -1.980 2.456 0.156 0.566 -0.932 -0.340
```
Positions in Å, forces in eV/Å.

From a natural (NBO) analysis of the wavefunction, the atomic charges in e read: 0.50, 0.38, -0.43, -0.04, -0.01, -0.76, 0.56, -0.48, -0.28, -0.23, -0.19, 0.25, 0.24, 0.24, 0.43, 0.46, 0.45, 0.46, 0.44


[2]
C3H8NO | the ωB97M-V functional and the def2-TZVPD basis

Its net charge is -1. Its HOMO energy is -2.650 eV.

XYZ file:
```
13
Properties=species:S:1:pos:R:3:forces:R:3
C -0.540 -0.235 -0.612 0.194 4.018 1.792
N -1.911 -0.837 -0.651 0.490 0.744 -1.491
C -0.125 0.266 0.921 1.071 -1.158 -1.227
C 0.643 -0.849 0.222 2.681 0.584 2.694
O 1.959 -0.593 0.193 -1.395 -0.499 -1.324
H -0.748 -0.974 -1.459 -0.905 -1.883 0.178
H 1.907 2.185 -0.529 -1.536 0.113 0.187
H -0.478 0.706 -1.149 0.270 -0.003 -0.501
H -1.875 -1.285 0.239 -0.231 -1.346 0.614
H 0.587 1.054 1.158 -0.307 0.047 -0.601
H -0.944 0.217 1.583 -1.292 -0.544 0.377
H 1.125 2.230 -0.406 1.629 0.101 -0.339
H 0.400 -1.886 0.491 -0.669 -0.174 -0.359
```
Positions in Å, forces in eV/Å.

From a natural (NBO) analysis of the wavefunction, the atomic charges in e read: -0.43, -0.92, -0.44, 0.16, -0.89, 0.48, 0.02, 0.23, 0.31, 0.21, 0.18, -0.02, 0.12


[3]
C3H8NO | the ωB97M-V functional and the def2-TZVPD basis

Its net charge is -1. Its HOMO energy is -1.888 eV.

XYZ file:
```
13
Properties=species:S:1:pos:R:3:forces:R:3
C -1.784 0.346 1.862 -0.479 2.571 -0.875
O -1.925 0.687 0.405 1.112 -1.812 1.674
H -1.094 -0.367 2.360 -0.385 -0.329 -1.465
H -2.824 0.239 2.157 -0.009 -0.721 0.400
H -1.493 1.297 2.376 -0.027 -0.367 -0.466
C 1.933 -1.285 -1.157 0.330 -0.440 -0.319
C 1.455 0.016 -1.164 2.370 0.232 1.058
N 0.218 0.406 -1.484 0.122 0.317 -0.421
H 1.267 -2.032 -1.610 0.193 0.124 0.199
H 2.989 -1.668 -0.980 -1.400 1.089 0.093
H 2.296 0.792 -0.722 -1.717 -1.177 -1.168
H 0.231 1.367 -1.855 -0.053 -0.399 0.738
H -1.269 0.200 -0.189 -0.058 0.912 0.550
```
Positions in Å, forces in eV/Å.

From a natural (NBO) analysis of the wavefunction, the atomic charges in e read: -0.28, -0.78, 0.18, 0.16, 0.15, -0.74, 0.06, -1.00, 0.16, 0.17, 0.07, 0.31, 0.53


[4]
C3H8NO | the ωB97M-V functional and the def2-TZVPD basis

Its net charge is -1. Its HOMO energy is -2.296 eV. Its structure (SMILES) is C[C@@H](N)C[O-].

XYZ file:
```
13
Properties=species:S:1:pos:R:3:forces:R:3
C 0.943 0.313 -0.708 0.006 -0.291 0.363
O 1.853 -0.079 0.194 0.117 -0.192 0.078
C -0.539 0.272 -0.170 -0.956 0.795 -0.027
C -1.507 -0.777 -0.704 0.583 -1.000 0.426
N -0.604 0.283 1.311 0.315 -0.216 -0.407
H 0.955 -0.287 -1.654 -0.086 -0.003 -0.193
H 1.077 1.378 -1.030 0.063 0.090 -0.182
H -1.016 1.211 -0.476 0.118 0.232 -0.047
H -1.278 -1.774 -0.300 0.061 0.078 0.181
H -2.525 -0.546 -0.396 -0.121 0.059 -0.109
H -1.447 -0.932 -1.778 -0.046 0.424 -0.279
H 0.125 0.949 1.557 -0.026 0.196 0.133
H -0.093 -0.563 1.563 -0.028 -0.171 0.062
```
Positions in Å, forces in eV/Å.

From a natural (NBO) analysis of the wavefunction, the atomic charges in e read: -0.03, -0.96, -0.08, -0.61, -0.86, 0.07, 0.06, 0.14, 0.18, 0.19, 0.19, 0.36, 0.35


[5]
C3H8NO | the ωB97M-V functional and the def2-TZVPD basis

Its net charge is -1. Its HOMO energy is -2.548 eV.

XYZ file:
```
13
Properties=species:S:1:pos:R:3:forces:R:3
C -0.339 0.779 -2.106 1.078 0.093 -0.991
O 0.221 1.696 -1.273 -0.529 -0.081 0.098
H -1.180 0.165 -1.764 -0.558 -0.169 0.814
H -0.768 1.186 -3.083 0.456 -0.032 0.448
H 0.427 0.004 -2.401 -0.352 0.116 -0.296
C -0.639 -1.726 1.394 0.056 -1.170 -2.297
C 0.531 0.303 1.177 0.818 -0.967 -1.570
N 0.595 -0.993 1.218 0.026 0.530 4.057
H -1.411 -1.096 0.961 -0.959 -0.326 0.155
H -0.891 -2.106 2.402 0.441 1.249 0.283
H -0.650 -2.736 0.926 0.257 0.607 -0.649
H 1.118 0.939 1.866 0.943 -0.441 -0.277
H 0.278 0.848 0.215 -1.676 0.591 0.224
```
Positions in Å, forces in eV/Å.

From a natural (NBO) analysis of the wavefunction, the atomic charges in e read: -0.21, -0.94, 0.09, 0.09, 0.09, -0.42, 0.00, -0.55, 0.17, 0.17, 0.17, 0.10, 0.26


[6]
C3H8NO | the ωB97M-V functional and the def2-TZVPD basis

Its net charge is -2. Its HOMO energy (alpha / beta) is 4.515 / 0.373 eV. As for the spin multiplicity: 2. The expectation value of S² is 0.751.

XYZ file:
```
13
Properties=species:S:1:pos:R:3:forces:R:3
C 0.226 -0.437 0.477 -0.277 0.206 0.351
N -0.365 0.797 -0.059 0.270 -0.152 -0.657
C 0.665 1.679 -0.809 -0.417 -0.328 1.057
O 0.728 1.490 -2.107 -0.043 0.139 -0.447
C -0.786 -1.561 0.668 0.438 -0.311 0.016
H 1.054 -0.800 -0.144 0.068 -0.037 -0.102
H 0.638 -0.180 1.455 0.248 -0.053 0.113
H -0.951 0.537 -0.852 -0.112 -0.188 0.155
H 1.621 1.461 -0.260 0.092 0.113 0.116
H 0.331 2.691 -0.448 0.232 0.258 -0.352
H -0.420 -2.439 1.220 0.158 0.169 0.161
H -1.039 -2.000 -0.288 -0.364 -0.045 -0.531
H -1.701 -1.238 1.149 -0.294 0.229 0.120
```
Positions in Å, forces in eV/Å.

From a natural (NBO) analysis of the wavefunction, the atomic charges in e read: -0.25, -0.72, 0.15, -0.96, -1.35, 0.14, 0.14, 0.33, 0.04, 0.04, 0.10, 0.17, 0.17


[7]
C3H8NO | the ωB97M-V functional and the def2-TZVPD basis

Its net charge is 0. Its HOMO energy (alpha / beta) is -8.231 / -8.228 eV. As for the spin multiplicity: 2. The expectation value of S² is 0.767.

XYZ file:
```
13
Properties=species:S:1:pos:R:3:forces:R:3
O -0.851 -0.261 -1.081 0.039 -0.116 -0.019
C -1.993 -0.224 -0.643 -0.562 -0.229 -0.665
C -2.363 0.253 0.634 0.218 0.173 0.502
N 2.244 -0.734 -0.263 -0.660 -0.295 0.622
C 1.598 0.436 0.317 0.658 -0.240 -0.261
H -2.814 -0.571 -1.294 -0.068 -0.020 0.098
H -1.611 0.638 1.311 0.029 -0.035 -0.061
H -3.390 0.233 0.966 -0.063 -0.016 -0.091
H 1.660 -1.256 -0.889 0.259 -0.016 -0.263
H 3.218 -0.683 -0.482 -0.065 0.125 -0.304
H 1.170 0.206 1.292 0.133 0.017 0.349
H 2.374 1.195 0.419 -0.341 0.301 0.177
H 0.759 0.767 -0.288 0.422 0.352 -0.085
```
Positions in Å, forces in eV/Å.

From a natural (NBO) analysis of the wavefunction, the atomic charges in e read: -0.49, 0.25, -0.26, -0.88, -0.41, 0.12, 0.20, 0.19, 0.37, 0.37, 0.16, 0.18, 0.21


[8]
C3H8NO | the ωB97M-V functional and the def2-TZVPD basis

Its net charge is 0. Its HOMO energy (alpha / beta) is -5.947 / -10.011 eV. As for the spin multiplicity: 2. The expectation value of S² is 0.753.

XYZ file:
```
13
Properties=species:S:1:pos:R:3:forces:R:3
C 0.309 -0.218 -1.141 -0.840 0.751 -0.895
C 1.215 0.429 -0.437 0.147 1.625 0.267
C -2.103 0.029 -0.616 -1.318 0.258 0.497
N -0.990 0.398 -1.309 0.725 -0.074 -0.265
H 0.419 -1.043 -1.829 0.504 -0.656 0.579
H 0.927 1.420 -0.076 -0.464 -0.359 0.264
H 2.264 0.332 -0.223 0.229 -1.180 -0.437
H -2.973 0.670 -0.651 0.186 0.177 -0.258
H -2.300 -0.923 -0.153 0.774 -0.264 -0.153
H -1.039 1.213 -1.909 0.045 -0.268 0.404
H 1.973 -1.022 3.293 0.078 0.096 0.507
H 0.793 -0.339 2.584 -0.749 0.663 0.273
O 1.505 -0.945 2.468 0.683 -0.768 -0.781
```
Positions in Å, forces in eV/Å.

From a natural (NBO) analysis of the wavefunction, the atomic charges in e read: -0.03, -0.38, -0.31, -0.62, 0.20, 0.19, 0.22, 0.17, 0.18, 0.39, 0.47, 0.47, -0.94


[9]
C3H8NO | the ωB97M-V functional and the def2-TZVPD basis

Its net charge is +1. Its HOMO energy is -14.121 eV.

XYZ file:
```
13
Properties=species:S:1:pos:R:3:forces:R:3
C 0.108 -0.116 -0.533 -3.377 -0.863 0.995
C 1.220 -0.331 0.377 -0.404 -0.350 0.006
C -2.311 -0.481 0.164 3.084 0.234 -0.936
N 0.647 1.080 0.119 0.084 1.263 0.247
O 2.480 -0.551 0.011 0.800 -0.023 -0.278
H 0.146 -0.188 -1.605 0.242 0.107 -0.170
H 1.046 -0.661 1.398 -0.064 0.143 -0.124
H -2.746 0.045 -0.663 -0.143 0.135 -0.145
H -2.248 0.000 1.119 -0.073 0.135 0.278
H -2.279 -1.553 0.130 -0.093 -0.236 0.026
H 1.196 1.749 -0.424 0.063 -0.285 0.123
H 0.110 1.538 0.853 0.044 -0.154 -0.185
H 2.631 -0.530 -0.947 -0.164 -0.106 0.163
```
Positions in Å, forces in eV/Å.

From a natural (NBO) analysis of the wavefunction, the atomic charges in e read: -0.17, 0.24, -0.29, -0.60, -0.63, 0.23, 0.22, 0.21, 0.20, 0.22, 0.44, 0.44, 0.50


[10]
C3H8NO | the ωB97M-V functional and the def2-TZVPD basis

Its net charge is +1. Its HOMO energy is -14.075 eV. Its structure (SMILES) is [NH3+]CCC=O.

XYZ file:
```
13
Properties=species:S:1:pos:R:3:forces:R:3
C 0.004 0.614 -0.212 0.106 0.457 -0.696
C 0.203 -0.727 0.444 0.093 -0.176 0.350
C 1.653 -0.860 0.875 0.052 -0.291 0.149
O 2.327 0.110 1.055 0.194 0.271 -0.108
N -1.390 0.712 -0.797 -0.389 0.088 -0.137
H 0.672 0.707 -1.062 0.139 -0.045 -0.124
H 0.178 1.526 0.355 -0.086 -0.421 0.546
H -0.094 -1.549 -0.210 0.145 0.000 -0.167
H -0.379 -0.860 1.357 -0.178 0.157 0.115
H 2.044 -1.877 1.055 -0.141 0.042 -0.028
H -1.398 0.413 -1.772 -0.028 -0.158 -0.065
H -1.760 1.664 -0.793 0.094 0.069 0.086
H -2.061 0.128 -0.295 -0.002 0.006 0.079
```
Positions in Å, forces in eV/Å.

From a natural (NBO) analysis of the wavefunction, the atomic charges in e read: -0.22, -0.55, 0.44, -0.48, -0.67, 0.24, 0.26, 0.24, 0.25, 0.15, 0.45, 0.45, 0.44